Record 1
DFT (wB97M-V/def2-TZVPD) results for a single C4H6O2 molecule.

Computed properties:
2S+1: 1
M: 86.1 g/mol
SMILES string: O=C1CCCO1
F_max: 0.78 eV/Å
Orbital gap: 11.2033 eV

CARTESIAN COORDINATES (ANGSTROEM)
1 O 2.34629 0.99740 0.21549
2 C 1.23827 0.64887 -0.07842
3 C 0.74343 -0.72953 -0.49715
4 C -0.57801 -0.71777 0.33448
5 C -1.03875 0.72750 0.13246
6 O 0.16750 1.48736 0.00892
7 H 0.58845 -0.72300 -1.58852
8 H 1.54588 -1.45801 -0.31721
9 H -1.42482 -1.39152 0.15268
10 H -0.33192 -0.82055 1.39999
11 H -1.58282 1.08113 1.01162
12 H -1.67891 0.87785 -0.74729

Atomic partial charges in e from the natural (NBO) method, atoms 1 to 5: -0.550 0.789 -0.529 -0.431 -0.069

=====

Record 2
DFT (wB97M-V/def2-TZVPD) results for 2 unconnected molecules or ions with the total composition C5H11NO2.

Computed properties:
2S+1: 1
M: 117.1 g/mol
SMILES string: C=CCCC(N)=O.O
F_max: 1.07 eV/Å
Orbital gap: 10.3871 eV

CARTESIAN COORDINATES (ANGSTROEM)
1 C 1.21408 1.07155 0.07975
2 C 0.93426 -0.45575 0.23211
3 C 0.28504 -0.86749 1.52507
4 C -1.01474 -1.10526 1.67155
5 C 0.10825 1.91975 -0.54045
6 N -1.13526 1.74039 -0.01901
7 O 0.33490 2.59181 -1.52250
8 H 1.38807 1.40088 1.10948
9 H 2.06542 1.23926 -0.56093
10 H 1.92349 -0.89037 0.18180
11 H 0.36607 -0.84378 -0.61096
12 H 0.98568 -1.05265 2.32957
13 H -1.51591 -1.46442 2.56050
14 H -1.64549 -0.81844 0.83173
15 H -1.19435 1.28043 0.87640
16 H -1.90119 2.20767 -0.47817
17 H -1.14278 -1.88504 -2.25572
18 H 0.22378 -1.77798 -3.02421
19 O -0.27935 -2.29055 -2.38602

Atomic partial charges in e from the natural (NBO) method, atoms 1 to 5: -0.494 -0.452 -0.167 -0.417 0.675

=====

Record 3
DFT (wB97M-V/def2-TZVPD) results for 5 unconnected molecules or ions with the total composition C30H44N7O5.

Computed properties:
2S+1: 1
M: 582.7 g/mol
F_max: 2.04 eV/Å
Orbital gap: 7.8871 eV
Charge: +5

CARTESIAN COORDINATES (ANGSTROEM)
1 N -0.66610 1.13556 -0.01304
2 O 0.10225 0.29395 -0.50235
3 O -1.45021 0.80137 0.91093
4 O -0.68441 2.30875 -0.42338
5 C -0.19955 2.70523 -3.74473
6 C -0.45596 4.14669 -3.50734
7 O -0.65797 4.99433 -4.30219
8 N -0.43597 4.60749 -2.04640
9 H -1.09815 5.39018 -2.08898
10 H -0.82352 3.94121 -1.35887
11 C 0.94392 5.04309 -1.68176
12 H -1.09787 2.10116 -3.60492
13 H 0.53936 2.33264 -3.03076
14 H 0.14890 2.53889 -4.75964
15 H 1.20450 5.90291 -2.28753
16 H 1.59638 4.19352 -1.86635
17 H 0.96839 5.24016 -0.61504
18 C 0.67283 -3.42983 0.33919
19 C -0.74911 -3.42180 0.81818
20 O -1.29460 -4.34355 1.31509
21 N -1.62850 -2.14644 0.85552
22 H -2.10082 -2.15858 1.76351
23 H -1.11022 -1.25274 0.97595
24 C -2.54485 -2.01869 -0.29723
25 H 0.71510 -3.14865 -0.71526
26 H 0.99912 -4.43502 0.58883
27 H 1.32829 -2.70037 0.81890
28 H -3.05105 -1.06371 -0.28806
29 H -3.20938 -2.88162 -0.24907
30 H -1.98682 -2.16255 -1.22014
31 C -7.87257 0.85637 1.94690
32 N -6.64412 1.23776 2.71898
33 C -5.48718 1.40945 2.08282
34 C -4.35815 1.87741 2.73268
35 C -4.44336 2.15743 4.10180
36 C -5.68249 1.99129 4.71598
37 C -6.77556 1.51795 4.03395
38 C -3.32133 2.64956 4.93557
39 C -3.54485 3.68207 5.85459
40 C -2.51774 4.15074 6.63096
41 N -1.25707 3.73632 6.43208
42 C -0.98523 2.81443 5.48509
43 C -1.99851 2.28399 4.72894
44 C -0.14807 4.58112 6.98658
45 H -8.38631 0.08657 2.51638
46 H -7.52900 0.34422 1.05026
47 H -8.43409 1.74954 1.70087
48 H -5.46912 1.15455 1.03384
49 H -3.49395 2.05872 2.10331
50 H -5.79732 2.21542 5.76965
51 H -7.75726 1.29013 4.42552
52 H -4.54643 4.08491 5.92608
53 H -2.66894 4.79120 7.48941
54 H 0.05258 2.55393 5.34187
55 H -1.74038 1.55525 3.96899
56 H -0.56889 5.19805 7.77479
57 H 0.20886 5.18913 6.16249
58 H 0.62226 3.97083 7.44978
59 C 3.32932 -4.00360 -8.22305
60 N 3.65927 -3.82000 -6.78058
61 C 4.94456 -3.68469 -6.43034
62 C 5.26450 -3.46261 -5.10812
63 C 4.26973 -3.30637 -4.14622
64 C 2.95121 -3.54201 -4.54692
65 C 2.67286 -3.79887 -5.86666
66 C 4.62557 -3.11342 -2.71700
67 C 5.76408 -3.74509 -2.22911
68 C 6.14988 -3.64447 -0.91533
69 N 5.42022 -2.92322 -0.05757
70 C 4.30764 -2.28372 -0.47450
71 C 3.89316 -2.34134 -1.79281
72 C 5.73120 -2.94599 1.41048
73 H 3.44060 -5.05319 -8.49344
74 H 4.10191 -3.50414 -8.80592
75 H 2.36056 -3.56840 -8.43005
76 H 5.69504 -3.70450 -7.20754
77 H 6.29067 -3.22323 -4.85745
78 H 2.17168 -3.42820 -3.80693
79 H 1.68434 -3.97481 -6.26680
80 H 6.39938 -4.33138 -2.88078
81 H 7.07074 -4.07479 -0.54396
82 H 3.82551 -1.60558 0.21498
83 H 3.06838 -1.70512 -2.08905
84 H 6.81410 -2.99067 1.50347
85 H 5.32254 -3.87741 1.79374
86 H 5.34155 -2.04513 1.86426

Atomic partial charges in e from the Löwdin method, atoms 1 to 5: -0.581 -0.030 -0.076 -0.039 0.027

=====

Record 4
DFT (wB97M-V/def2-TZVPD) results for a molecular structure, C20H22N8O2PdS2Se.

Computed properties:
2S+1: 1
M: 656.0 g/mol
F_max: 2.00 eV/Å
Orbital gap: 6.4068 eV

CARTESIAN COORDINATES (ANGSTROEM)
1 Pd -0.92925 0.69879 -0.48007
2 N 6.40256 -0.66850 3.35072
3 C 5.46459 -0.47289 2.35337
4 C 5.63137 -1.05990 1.09787
5 C 4.71309 -0.83164 0.08958
6 C 3.62437 -0.00573 0.32668
7 C 3.44540 0.58596 1.57211
8 C 4.35676 0.35075 2.58012
9 S 2.49739 0.32543 -0.95802
10 O 2.55852 1.75284 -1.20573
11 O 2.77816 -0.54926 -2.06017
12 N 1.04532 0.05379 -0.29155
13 C 0.74195 -1.26255 0.09467
14 N 1.61866 -2.24205 0.23822
15 C 1.10055 -3.42404 0.56919
16 C -0.25548 -3.64841 0.75262
17 C -1.08505 -2.55257 0.60995
18 N -0.57089 -1.36554 0.30642
19 H 7.03245 -1.44506 3.25659
20 H 6.13379 -0.45183 4.29380
21 H 6.48550 -1.70280 0.91749
22 H 4.82404 -1.29937 -0.87928
23 H 2.59125 1.22914 1.74544
24 H 4.22006 0.80847 3.55331
25 H 1.81245 -4.23462 0.68554
26 H -0.64688 -4.62552 0.99173
27 H -2.16005 -2.60307 0.72847
28 S -0.36927 3.06911 -0.26011
29 C -0.51254 2.84723 -1.97820
30 N 0.46835 2.51835 -2.79201
31 C -0.00385 2.20994 -4.13954
32 C -1.48967 2.63092 -4.08278
33 N -1.62335 3.08404 -2.69659
34 H 1.38317 2.25810 -2.41671
35 H 0.09889 1.14382 -4.33408
36 H 0.56568 2.76397 -4.88251
37 H -2.14397 1.78209 -4.27111
38 H -1.72348 3.43874 -4.77332
39 H -2.50482 3.25927 -2.25113
40 N -2.81272 1.30730 -0.08516
41 C -3.54827 0.53646 0.90806
42 C -4.87001 0.20634 0.66319
43 C -5.57898 -0.53243 1.59806
44 C -4.96900 -0.93228 2.77836
45 C -3.64389 -0.59213 3.01604
46 C -2.92797 0.13797 2.07904
47 H -3.35238 1.38245 -0.94124
48 H -2.60017 2.23898 0.27486
49 H -5.33967 0.49839 -0.26921
50 H -6.60709 -0.80256 1.39557
51 H -5.52081 -1.51152 3.50694
52 H -3.15532 -0.90764 3.92898
53 H -1.89310 0.38928 2.25759
54 Se -4.03186 -2.38995 -1.93979
55 C -2.77710 -1.10362 -2.20719
56 N -1.94738 -0.29047 -2.32503

Atomic partial charges in e from the natural (NBO) method, atoms 1 to 5: 0.879 -0.795 0.192 -0.283 -0.144